Entry 1:
This record from the OMol25 dataset describes 3 unconnected molecules or ions with the total composition C32H61N4O5PSi. The level of theory is the ωB97M-V functional and the def2-TZVPD basis.

Atoms and positions in Å:
C (0.512, 0.077, 1.931)
C (-0.048, 0.376, 0.561)
C (0.719, 1.468, -0.138)
C (0.065, 2.018, -1.383)
C (-0.085, 1.061, -2.568)
C (-1.263, 0.080, -2.512)
C (-2.011, -0.071, -3.843)
C (-3.494, 0.220, -3.662)
Si (-4.456, -1.137, -2.774)
C (-3.579, -2.804, -2.693)
C (-3.315, -3.438, -1.332)
C (-2.920, -4.929, -1.413)
C (-2.110, -5.393, -2.602)
N (-0.713, -4.991, -2.630)
C (0.018, -4.312, -1.692)
C (1.302, -4.213, -2.161)
C (1.354, -4.834, -3.407)
C (0.108, -5.310, -3.677)
C (-5.999, -1.471, -3.842)
C (-7.146, -0.542, -3.696)
O (-7.351, 0.350, -4.484)
C (-8.028, -0.734, -2.517)
C (-8.401, -1.996, -2.087)
C (-9.221, -2.144, -0.983)
C (-9.658, -1.029, -0.297)
C (-9.295, 0.234, -0.730)
C (-8.493, 0.382, -1.839)
P (-4.853, -0.278, -0.696)
N (-3.576, -0.238, 0.183)
O (-5.472, 1.187, -0.898)
O (-6.091, -0.961, 0.051)
H (1.563, -0.191, 1.884)
H (-0.023, -0.734, 2.407)
H (0.423, 0.942, 2.579)
H (-0.042, -0.525, -0.023)
H (-1.091, 0.663, 0.668)
H (0.807, 2.289, 0.571)
H (1.736, 1.136, -0.332)
H (-0.895, 2.445, -1.110)
H (0.677, 2.847, -1.723)
H (0.835, 0.496, -2.665)
H (-0.222, 1.684, -3.443)
H (-0.908, -0.881, -2.164)
H (-1.969, 0.468, -1.789)
H (-1.613, 0.653, -4.543)
H (-1.858, -1.042, -4.298)
H (-3.568, 1.160, -3.128)
H (-3.984, 0.379, -4.617)
H (-4.223, -3.482, -3.245)
H (-2.647, -2.755, -3.243)
H (-4.218, -3.405, -0.733)
H (-2.563, -2.880, -0.799)
H (-3.814, -5.537, -1.381)
H (-2.357, -5.172, -0.519)
H (-2.123, -6.476, -2.622)
H (-2.569, -5.068, -3.527)
H (-0.391, -3.965, -0.769)
H (2.116, -3.751, -1.645)
H (2.211, -4.940, -4.036)
H (-0.235, -5.857, -4.530)
H (-5.636, -1.389, -4.859)
H (-6.347, -2.486, -3.697)
H (-8.079, -2.878, -2.610)
H (-9.515, -3.124, -0.654)
H (-10.277, -1.134, 0.573)
H (-9.626, 1.114, -0.211)
H (-8.214, 1.361, -2.179)
H (-2.753, -0.614, -0.261)
H (-5.744, 1.350, -1.805)
H (-6.392, -1.760, -0.391)
C (5.629, 6.038, 2.404)
O (5.795, 4.644, 2.568)
C (4.620, 3.915, 2.859)
C (3.769, 3.538, 1.643)
C (2.952, 4.694, 1.078)
N (4.560, 2.938, 0.565)
H (4.854, 6.424, 3.073)
H (5.376, 6.306, 1.375)
H (6.577, 6.510, 2.658)
H (4.966, 2.989, 3.325)
H (4.020, 4.449, 3.609)
H (3.062, 2.777, 1.989)
H (3.562, 5.381, 0.492)
H (2.175, 4.311, 0.418)
H (2.467, 5.261, 1.875)
H (5.007, 2.088, 0.899)
H (5.328, 3.566, 0.350)
C (8.022, 0.935, 7.426)
O (7.561, 1.890, 6.491)
C (8.486, 2.269, 5.493)
C (8.563, 1.320, 4.292)
C (9.318, 0.024, 4.568)
N (7.243, 0.998, 3.747)
H (9.086, 1.074, 7.640)
H (7.860, -0.091, 7.086)
H (7.458, 1.085, 8.346)
H (8.139, 3.241, 5.134)
H (9.480, 2.415, 5.938)
H (9.110, 1.861, 3.514)
H (8.713, -0.676, 5.145)
H (9.571, -0.466, 3.629)
H (10.243, 0.211, 5.116)
H (6.794, 1.858, 3.445)
H (6.665, 0.656, 4.510)

HOMO level, eV: -8.30
Gap between HOMO and LUMO, eV: 8.536
SMILES: CCCCCCCC[Si@](CCCCn1cccc1)(CC(=O)c1ccccc1)P(=N)(O)O.COC[C@@H](C)N.COC[C@@H](C)N
E_tot, Ha: -2481.9901


Entry 2:
This record from the OMol25 dataset describes a molecular structure, C32H62AsBF6N2O12PtS6 at a distorted geometry. The level of theory is the ωB97M-V functional and the def2-TZVPD basis.

Atoms and positions in Å:
Pt (-24.518, -11.816, -12.946)
B (-21.355, -12.917, -11.192)
H (-21.579, -13.547, -12.039)
H (-22.219, -13.065, -10.562)
H (-20.419, -13.107, -10.689)
H (-21.347, -11.893, -11.532)
As (-30.692, -13.139, -10.210)
F (-28.969, -12.635, -10.514)
F (-30.533, -12.727, -8.484)
F (-32.414, -13.565, -9.867)
F (-30.893, -13.593, -11.963)
F (-30.142, -14.789, -9.889)
F (-31.247, -11.423, -10.590)
C (-25.885, -15.890, -3.505)
C (-25.070, -14.559, -3.212)
C (-25.613, -14.019, -1.905)
S (-26.051, -15.421, -0.782)
O (-27.380, -15.274, -0.242)
O (-24.900, -15.720, 0.098)
C (-26.093, -16.643, -2.166)
H (-25.403, -16.552, -4.224)
H (-26.775, -15.621, -4.074)
H (-25.098, -13.819, -4.012)
H (-24.049, -14.646, -2.841)
H (-26.544, -13.502, -2.137)
H (-24.902, -13.391, -1.368)
H (-27.005, -17.231, -2.063)
H (-25.175, -17.221, -2.063)
C (-13.634, -11.477, -14.359)
C (-13.245, -11.240, -15.881)
C (-13.875, -9.975, -16.288)
S (-15.375, -9.644, -15.335)
O (-16.594, -9.885, -16.118)
O (-15.206, -8.416, -14.578)
C (-15.117, -11.071, -14.219)
H (-13.063, -10.755, -13.776)
H (-13.568, -12.533, -14.095)
H (-13.624, -12.020, -16.541)
H (-12.161, -11.259, -15.998)
H (-14.004, -9.717, -17.339)
H (-13.356, -9.089, -15.923)
H (-15.615, -11.957, -14.611)
H (-15.520, -10.769, -13.252)
C (-24.213, -21.069, -12.078)
C (-22.918, -20.307, -12.378)
C (-23.007, -19.609, -13.755)
S (-24.655, -18.906, -13.708)
O (-25.178, -19.248, -15.035)
O (-24.718, -17.497, -13.325)
C (-25.365, -20.035, -12.431)
H (-24.265, -21.475, -11.068)
H (-24.201, -21.961, -12.705)
H (-22.010, -20.901, -12.482)
H (-22.761, -19.535, -11.625)
H (-23.003, -20.450, -14.449)
H (-22.280, -18.965, -14.252)
H (-26.431, -20.230, -12.548)
H (-25.195, -19.234, -11.712)
C (-26.334, -5.880, -5.294)
C (-27.631, -5.900, -6.106)
C (-27.340, -6.023, -7.653)
S (-25.599, -6.569, -7.848)
O (-24.760, -5.397, -8.147)
O (-25.592, -7.744, -8.741)
C (-25.362, -6.867, -5.986)
H (-26.557, -6.218, -4.282)
H (-25.828, -4.918, -5.377)
H (-28.249, -5.015, -5.952)
H (-28.173, -6.793, -5.796)
H (-27.374, -5.151, -8.306)
H (-28.076, -6.769, -7.955)
H (-24.306, -6.887, -5.715)
H (-25.684, -7.906, -5.924)
C (-22.466, -12.853, -22.414)
C (-23.572, -13.814, -22.184)
C (-23.025, -14.763, -21.060)
S (-22.177, -13.553, -19.912)
O (-20.854, -14.043, -19.560)
O (-23.056, -13.060, -18.848)
C (-22.072, -12.203, -21.106)
H (-22.775, -12.129, -23.168)
H (-21.598, -13.346, -22.850)
H (-23.866, -14.208, -23.156)
H (-24.419, -13.254, -21.789)
H (-22.231, -15.335, -21.539)
H (-23.687, -15.529, -20.656)
H (-21.032, -11.878, -21.076)
H (-22.761, -11.448, -20.728)
C (-21.812, -3.285, -17.433)
C (-20.789, -3.593, -16.280)
C (-21.499, -4.198, -15.062)
S (-23.022, -5.083, -15.770)
O (-24.223, -4.443, -15.285)
O (-22.845, -6.504, -15.513)
C (-22.645, -4.596, -17.552)
H (-21.505, -2.863, -18.390)
H (-22.519, -2.519, -17.113)
H (-20.418, -2.599, -16.030)
H (-20.020, -4.303, -16.586)
H (-21.820, -3.423, -14.366)
H (-20.869, -4.908, -14.525)
H (-23.524, -4.683, -18.191)
H (-21.984, -5.400, -17.875)
N (-18.993, -9.261, -6.756)
C (-18.500, -7.979, -6.826)
C (-18.042, -7.571, -5.605)
C (-18.078, -8.669, -4.809)
C (-18.857, -9.647, -5.487)
H (-19.516, -9.757, -7.464)
H (-18.706, -7.469, -7.756)
H (-17.694, -6.576, -5.371)
H (-17.737, -8.893, -3.809)
H (-19.260, -10.619, -5.247)
N (-18.200, -17.555, -7.653)
C (-16.861, -17.761, -7.916)
C (-16.379, -18.784, -7.223)
C (-17.392, -19.189, -6.375)
C (-18.561, -18.447, -6.656)
H (-18.752, -16.822, -8.076)
H (-16.436, -17.084, -8.642)
H (-15.395, -19.195, -7.390)
H (-17.306, -19.948, -5.611)
H (-19.562, -18.387, -6.256)

⟨S²⟩: 2.03
Relative energy (zero: lowest compared OMol25 entry of this formula, charge and spin), kcal/mol: 239.16
HOMO level (spin up / spin down), eV: -8.33 / -8.33
Gap between HOMO and LUMO (spin up / spin down), eV: 4.827 / 2.040
2S+1: 3
E_tot, Ha: -7636.5238


Entry 3:
This record from the OMol25 dataset describes 4 unconnected molecules or ions with the total composition C32H62BF2N2O7S at a distorted geometry. The level of theory is the ωB97M-V functional and the def2-TZVPD basis.

Atoms and positions in Å:
C (3.925, -2.334, 4.484)
C (3.285, -1.513, 3.398)
N (3.923, -0.674, 2.682)
C (1.808, -1.656, 3.170)
C (1.343, -2.475, 1.944)
C (1.419, -1.680, 0.641)
C (0.700, -0.371, 0.579)
O (0.858, 0.467, -0.249)
F (-0.220, -0.166, 1.534)
O (0.055, -2.911, 2.248)
B (-0.242, -4.239, 1.649)
C (-1.410, -4.260, 0.511)
C (-1.880, -2.864, 0.055)
C (-3.268, -2.481, 0.560)
C (-3.191, -1.920, 1.960)
O (-4.458, -1.273, 2.279)
C (-4.360, -0.417, 3.296)
O (-5.203, -0.277, 4.141)
C (-0.562, -5.362, 2.854)
O (-1.134, -4.740, 4.006)
O (-1.035, -5.630, 5.150)
O (1.120, -4.594, 1.053)
C (2.049, -3.867, 1.657)
F (2.471, -4.426, 2.859)
N (3.246, -3.854, 0.748)
C (4.386, -3.602, 1.044)
S (5.904, -3.397, 1.375)
H (4.832, -1.842, 4.828)
H (4.199, -3.316, 4.111)
H (3.261, -2.453, 5.337)
H (4.912, -0.674, 2.925)
H (1.423, -0.649, 3.044)
H (1.310, -2.083, 4.033)
H (1.035, -2.273, -0.187)
H (2.455, -1.424, 0.425)
H (-1.047, -4.804, -0.363)
H (-2.272, -4.804, 0.893)
H (-1.186, -2.095, 0.387)
H (-1.900, -2.809, -1.034)
H (-3.741, -1.741, -0.087)
H (-3.920, -3.354, 0.578)
H (-3.027, -2.709, 2.692)
H (-2.379, -1.198, 2.055)
H (-3.465, 0.219, 3.281)
H (0.367, -5.852, 3.152)
H (-1.236, -6.154, 2.512)
H (-0.125, -5.466, 5.436)
C (-8.382, 3.702, 0.989)
C (-6.978, 3.953, 0.447)
C (-6.679, 3.195, -0.845)
C (-6.735, 1.672, -0.721)
C (-5.801, 1.076, 0.331)
C (-4.326, 1.349, 0.044)
H (-8.534, 2.653, 1.242)
H (-8.561, 4.286, 1.893)
H (-9.139, 3.985, 0.253)
H (-6.241, 3.696, 1.211)
H (-6.858, 5.023, 0.255)
H (-5.693, 3.495, -1.211)
H (-7.393, 3.510, -1.614)
H (-6.494, 1.236, -1.697)
H (-7.760, 1.361, -0.501)
H (-5.959, -0.003, 0.368)
H (-6.060, 1.451, 1.325)
H (-4.039, 0.949, -0.931)
H (-3.690, 0.878, 0.793)
H (-4.102, 2.418, 0.048)
C (-2.256, 1.631, -1.760)
C (-1.242, 1.879, -2.874)
C (-0.176, 2.909, -2.505)
C (-0.707, 4.313, -2.211)
C (-1.504, 4.953, -3.347)
C (-0.690, 5.155, -4.623)
H (-2.822, 2.534, -1.519)
H (-2.975, 0.864, -2.053)
H (-1.753, 1.292, -0.853)
H (-1.765, 2.183, -3.787)
H (-0.740, 0.938, -3.108)
H (0.563, 2.960, -3.311)
H (0.363, 2.548, -1.627)
H (0.141, 4.960, -1.965)
H (-1.332, 4.285, -1.314)
H (-1.876, 5.924, -3.007)
H (-2.389, 4.351, -3.570)
H (0.182, 5.782, -4.430)
H (-1.289, 5.642, -5.394)
H (-0.339, 4.206, -5.030)
C (5.240, -0.803, -1.191)
C (6.602, -1.107, -1.807)
C (7.716, -0.207, -1.278)
C (7.527, 1.283, -1.562)
C (7.381, 1.641, -3.040)
C (8.606, 1.285, -3.877)
H (4.904, 0.209, -1.422)
H (4.482, -1.492, -1.569)
H (5.272, -0.906, -0.109)
H (6.541, -1.033, -2.897)
H (6.865, -2.146, -1.588)
H (8.673, -0.541, -1.693)
H (7.795, -0.346, -0.195)
H (8.383, 1.828, -1.149)
H (6.651, 1.648, -1.021)
H (7.198, 2.716, -3.119)
H (6.497, 1.153, -3.457)
H (9.497, 1.790, -3.497)
H (8.469, 1.587, -4.917)
H (8.799, 0.211, -3.872)

Relative energy (zero: lowest compared OMol25 entry of this formula, charge and spin), kcal/mol: 0.00
Charge: -1
HOMO level, eV: -5.87
Gap between HOMO and LUMO, eV: 8.187
E_tot, Ha: -2515.5247